Record 1
{
  "formula": "C3H3N2O2S",
  "method": "ωB97M-V with the def2-TZVPD basis set",
  "homo_lumo_gap_ev": 7.35,
  "energy_ha": -774.29969,
  "charge": -1,
  "e_homo_ha": -0.13576,
  "species": ["C", "C", "C", "N", "N", "O", "O", "S", "H", "H", "H"],
  "xyz": [[0.98263, -1.21656, -0.38863], [0.27543, 0.92784, -1.29399], [-1.48218, 0.85014, 0.77128], [0.55896, -0.24050, -1.32666], [0.96922, -0.92062, 0.86936], [1.32285, -2.22242, -0.97914], [0.08763, 2.05541, -1.52923], [-0.56196, 0.20365, 1.92865], [-2.42537, 0.54001, 0.38928], [-1.12414, 1.71870, 0.08435], [1.39694, -1.69564, 1.47473]]
}

=====

Record 2
{
  "formula": "C16H40AsO2P2S7SbTc",
  "method": "ωB97M-V with the def2-TZVPD basis set",
  "multiplicity": 2,
  "homo_lumo_gap_ev": [6.10, 6.27],
  "energy_ha": -6810.62548,
  "charge": 2,
  "e_homo_ha": [-0.49797, -0.49875],
  "species": ["Tc", "C", "C", "O", "P", "S", "S", "O", "C", "C", "H", "H", "H", "H", "H", "H", "H", "H", "H", "H", "S", "Sb", "S", "S", "S", "C", "As", "C", "C", "S", "H", "H", "H", "H", "H", "H", "H", "H", "H", "C", "C", "C", "P", "C", "C", "C", "C", "C", "C", "H", "H", "H", "H", "H", "H", "H", "H", "H", "H", "H", "H", "H", "H", "H", "H", "H", "H", "H", "H", "H"],
  "xyz": [[0.75101, 0.28854, -0.45738], [5.83607, -2.97775, 0.35997], [4.36747, -3.13805, 0.65472], [3.75907, -1.91319, 1.20649], [3.57888, -0.58458, 0.42053], [2.14271, 0.44998, 1.41773], [2.74695, -0.80017, -1.38830], [4.99322, 0.06667, 0.40398], [5.41974, 1.15859, -0.47887], [4.82994, 2.48031, -0.06105], [6.24038, -3.95392, 0.09063], [6.37435, -2.61415, 1.23368], [6.01942, -2.30077, -0.47352], [4.18715, -3.87185, 1.43473], [3.78826, -3.40806, -0.22882], [5.14691, 0.88397, -1.49790], [6.50197, 1.14519, -0.38643], [3.74403, 2.49565, -0.17395], [5.24579, 3.26150, -0.69911], [5.07913, 2.71593, 0.97268], [2.92710, 4.34708, -3.07881], [0.69887, 5.13637, -3.17014], [1.04258, 2.22794, -1.34515], [-0.45790, 2.99663, -2.44664], [2.17948, 5.33496, -1.34028], [-3.50949, -2.41110, -1.62293], [-2.06232, -1.97001, -2.79847], [-2.79354, -0.88995, -4.19652], [-1.49855, -3.62536, -3.56807], [-0.18002, -1.04447, -2.20108], [-4.27732, -2.84687, -2.26372], [-3.90080, -1.52583, -1.13290], [-3.18773, -3.14743, -0.88997], [-3.56228, -1.46458, -4.71282], [-1.99092, -0.63136, -4.88368], [-3.22428, 0.01342, -3.76894], [-2.35457, -4.11561, -4.02976], [-1.08214, -4.25004, -2.78024], [-0.73328, -3.41508, -4.31226], [-3.45006, 2.37236, 1.31760], [-2.39239, 1.84240, 0.34466], [-3.06916, 1.28513, -0.90817], [-1.19686, 0.62636, 1.03177], [-1.99521, -1.01455, 1.18680], [-1.00702, -1.98248, 1.84680], [-3.38155, -1.09778, 1.82808], [-0.67092, 1.20961, 2.69448], [-1.64731, 1.05202, 3.86281], [-0.15241, 2.65205, 2.58740], [-4.11990, 3.03687, 0.76879], [-3.02029, 2.94876, 2.13164], [-4.05946, 1.57755, 1.74516], [-1.75935, 2.68409, 0.04744], [-3.86248, 0.59131, -0.62497], [-2.37067, 0.77732, -1.57702], [-3.53791, 2.09631, -1.46627], [-2.09340, -1.30166, 0.13775], [-0.90116, -1.77732, 2.91273], [-0.00484, -1.94805, 1.40732], [-1.36661, -3.00787, 1.74758], [-3.41299, -0.68712, 2.83342], [-3.67222, -2.14792, 1.90373], [-4.14389, -0.59160, 1.23627], [0.18272, 0.56691, 2.92045], [-2.60070, 1.54921, 3.69975], [-1.19258, 1.50229, 4.74661], [-1.83715, 0.00785, 4.10282], [-0.97260, 3.36918, 2.58589], [0.44765, 2.82845, 1.69177], [0.47536, 2.87777, 3.44946]]
}